i | Molecular formula: C4H4F2O
Method: DFT, wB97M-V/def2-TZVPD

XYZ file:
```
11
C4H4F2O (wB97M-V/def2-TZVPD)
C -0.20974 -0.27779 0.54159
C -1.43017 -0.81033 -0.17483
C 0.29767 1.05362 -0.17675
C 1.20463 -0.11517 -0.00398
O -2.49323 -1.04039 0.38343
F 1.61292 -0.82364 -1.01457
F 2.22106 -0.18238 0.91270
H -0.41441 -0.16822 1.59673
H -1.09533 -0.83660 -1.20265
H -0.14906 1.15837 -1.21738
H 0.45564 2.04253 0.35571
```

As for the spin multiplicity: 1. The gap between HOMO and LUMO is 10.97 eV. As for the total charge: 0. As for the SMILES: O=C[C@@H]1CC1(F)F. Its HOMO energy is -10.3 eV.

Charges computed using Löwdin, reported in e: atom 1 (C): -0.094, atom 2 (C): -0.221, atom 3 (C): 0.026, atom 4 (C): -0.547, atom 5 (O): 0.062, atom 6 (F): 0.152, atom 7 (F): 0.094, atom 8 (H): 0.141, atom 9 (H): 0.117, atom 10 (H): 0.134, atom 11 (H): 0.137

---

ii | Molecular formula: C4H4F2O
Method: DFT, wB97M-V/def2-TZVPD

XYZ file:
```
11
C4H4F2O (wB97M-V/def2-TZVPD)
C -1.13008 -0.18450 0.73391
C 0.05184 0.17185 0.35077
C 1.38925 -0.67197 -1.90626
C 1.29265 -1.26302 -0.56667
O 0.56610 -0.77887 -2.77482
F 2.40728 -1.29936 0.17258
F 0.60987 -2.40242 -0.41287
H -1.74596 0.52095 1.27907
H -1.55552 -1.15445 0.54472
H 0.65858 1.04357 0.45893
H 2.28748 -0.03136 -2.00645
```

As for the spin multiplicity: 1. The gap between HOMO and LUMO is 9.76 eV. As for the total charge: 0. Its HOMO energy is -9.8 eV.

Charges computed using Löwdin, reported in e: atom 1 (C): -0.033, atom 2 (C): 0.026, atom 3 (C): -0.220, atom 4 (C): -0.387, atom 5 (O): 0.088, atom 6 (F): 0.094, atom 7 (F): 0.105, atom 8 (H): 0.063, atom 9 (H): 0.063, atom 10 (H): 0.063, atom 11 (H): 0.138

---

Need the numbers? Relative energies in kJ/mol: i 0.0; ii 125.4.